[1]
Below is an isolated molecule of C4H8O2 at a distorted geometry, with properties calculated with the ωB97M-V functional and the def2-TZVPD basis.

Results
Energy above the lowest of the compared OMol25 structures with the same formula, charge and spin (kcal/mol): 56.61
Total charge: 0
SMILES: C=C(CO)CO
E_HOMO (eV): -9.7
E_LUMO (Ha): 0.0282
Electronic energy (eV): -8370.827
Spin multiplicity: 1
Max |F| (Eh/bohr): 0.08775

Positions of all 14 atoms, in Å:
C 0.601 1.444 -0.231
C 0.005 0.314 0.084
C 0.847 -0.947 0.119
O 2.197 -0.717 -0.226
C -1.528 0.224 0.290
O -2.022 -0.956 -0.298
H 0.180 2.453 -0.417
H 1.652 1.338 -0.369
H 0.772 -1.478 1.069
H 0.505 -1.634 -0.687
H 2.530 -0.453 0.736
H -2.007 1.224 -0.117
H -1.798 0.100 1.357
H -1.934 -0.912 -1.311



[2]
Below is a 2-piece molecular cluster, C4H8O2 overall, with properties calculated with the ωB97M-V functional and the def2-TZVPD basis.

Results
Energy above the lowest of the compared OMol25 structures with the same formula, charge and spin (kcal/mol): 59.87
Total charge: 0
SMILES: COC=O.C=C
E_HOMO (eV): -9.6
E_LUMO (Ha): 0.0319
Electronic energy (eV): -8370.686
Spin multiplicity: 1
Max |F| (Eh/bohr): 0.01414

Positions of all 14 atoms, in Å:
C 1.508 -0.168 1.660
O 0.591 -0.182 0.575
C -0.544 0.399 1.014
O -1.618 -0.121 1.007
H 1.063 0.335 2.528
H 2.410 0.358 1.356
H 1.679 -1.210 1.927
H -0.331 1.395 1.439
C -0.180 -0.329 -2.085
C -1.414 0.040 -1.763
H 0.396 0.230 -2.814
H 0.310 -1.187 -1.631
H -2.025 -0.519 -1.065
H -1.845 0.960 -2.148



[3]
Below is an isolated molecule of C4H8O2, with properties calculated with the ωB97M-V functional and the def2-TZVPD basis.

Results
Energy above the lowest of the compared OMol25 structures with the same formula, charge and spin (kcal/mol): 43.26
Total charge: 0
SMILES: C[C@@]1(CO)CO1
E_HOMO (eV): -10.2
E_LUMO (Ha): 0.0351
Electronic energy (eV): -8371.406
Spin multiplicity: 1
Max |F| (Eh/bohr): 0.00672

Positions of all 14 atoms, in Å:
C 0.310 1.484 -0.650
C 0.066 0.076 -0.171
C -0.148 -0.089 1.325
O -0.295 -1.440 1.679
C -0.406 -0.975 -1.073
O 0.951 -0.957 -0.619
H 1.232 1.888 -0.218
H -0.522 2.126 -0.334
H 0.384 1.535 -1.739
H -1.035 0.447 1.675
H 0.735 0.358 1.813
H 0.415 -1.899 1.201
H -0.463 -0.792 -2.142
H -1.051 -1.757 -0.674



[4]
Below is an isolated molecule of C4H8O2 at a distorted geometry, with properties calculated with the ωB97M-V functional and the def2-TZVPD basis.

Results
Energy above the lowest of the compared OMol25 structures with the same formula, charge and spin (kcal/mol): 125.75
Total charge: 0
E_HOMO (eV): -8.9
E_LUMO (Ha): 0.0209
Electronic energy (eV): -8367.829
Spin multiplicity: 1
Max |F| (Eh/bohr): 0.09978

Positions of all 14 atoms, in Å:
C -0.003 0.940 -0.184
C 0.854 -0.286 -0.189
C -1.245 0.838 0.693
C 0.291 -1.520 -0.888
O 2.279 0.458 1.346
O 1.765 -0.490 0.555
H 0.675 1.786 0.104
H -0.326 1.114 -1.228
H -1.791 -0.096 0.501
H -1.977 1.638 0.547
H -1.230 0.799 1.782
H 1.184 -2.132 -1.125
H -0.143 -1.048 -1.738
H -0.332 -2.000 -0.176



Q: Look up the electronic energy of the third one.
A: -8371.406 eV